The following is a quantum chemistry calculation of the molecule C39H39N3O2 at a distorted geometry, from the Open Molecules 2025 dataset.

Positions of all 83 atoms, in Å:
1 C 6.538 -0.766 2.323
2 C 5.127 -0.264 2.325
3 C 4.235 -0.658 1.322
4 C 2.872 -0.368 1.415
5 C 1.943 -0.778 0.310
6 C 2.392 0.271 2.573
7 N 1.005 0.585 2.650
8 C -0.135 -0.161 3.252
9 N -1.249 0.668 2.759
10 C -2.616 0.394 2.777
11 C -3.154 -0.332 3.894
12 C -2.389 -0.617 5.033
13 C -4.495 -0.792 3.779
14 C -5.298 -0.389 2.723
15 C -6.702 -0.899 2.638
16 C -4.795 0.493 1.756
17 C -3.456 0.885 1.754
18 C -3.031 1.832 0.667
19 C -0.747 1.919 2.487
20 C 0.591 1.864 2.392
21 C 3.301 0.873 3.465
22 C 2.863 1.803 4.554
23 C 4.659 0.565 3.346
24 H 7.162 -0.159 2.987
25 H 6.586 -1.805 2.683
26 H 6.970 -0.747 1.316
27 H 4.593 -1.234 0.465
28 H 0.896 -0.569 0.553
29 H 2.176 -0.233 -0.617
30 H 2.046 -1.850 0.092
31 H -2.778 -1.368 5.722
32 H -0.066 -0.052 4.353
33 H -1.698 0.125 5.430
34 H -4.909 -1.442 4.558
35 H -7.267 -0.352 1.877
36 H -6.711 -1.969 2.384
37 H -7.206 -0.782 3.606
38 H -5.462 0.884 0.984
39 H -3.796 1.824 -0.118
40 H -2.997 2.871 1.028
41 H -2.077 1.591 0.185
42 H -1.370 2.759 2.249
43 H 1.273 2.621 2.036
44 H 3.709 1.976 5.232
45 H 2.557 2.783 4.158
46 H 2.039 1.400 5.157
47 H 5.365 0.957 4.083
48 O -4.117 -4.598 1.257
49 C -4.142 -5.275 2.302
50 O -4.060 -6.480 2.603
51 C -4.243 -4.351 3.577
52 C -4.833 -5.081 4.797
53 C -3.632 -5.439 5.590
54 C -2.490 -4.827 5.037
55 C -1.220 -5.086 5.557
56 C -1.135 -5.891 6.702
57 C -2.282 -6.466 7.274
58 C -3.542 -6.249 6.713
59 N -2.851 -4.110 3.902
60 C -2.047 -3.266 3.163
61 C -1.103 -2.455 3.713
62 C -0.124 -1.597 2.940
63 C 1.253 -2.149 3.324
64 C 1.834 -3.172 2.576
65 C 3.097 -3.639 2.930
66 C 3.725 -3.140 4.068
67 C 3.087 -2.206 4.886
68 C 1.808 -1.756 4.547
69 H -4.772 -3.428 3.307
70 H -5.495 -4.408 5.360
71 H -5.415 -5.963 4.509
72 H -0.340 -4.683 5.055
73 H -0.164 -6.081 7.159
74 H -2.193 -7.095 8.162
75 H -4.456 -6.685 7.120
76 H -2.301 -3.223 2.092
77 H -0.870 -2.570 4.778
78 H -0.289 -1.728 1.856
79 H 1.307 -3.571 1.703
80 H 3.591 -4.381 2.306
81 H 4.729 -3.466 4.327
82 H 3.555 -1.805 5.791
83 H 1.249 -1.102 5.237

Computed properties:
- Net charge: 0
- E: -1824.12046 Eh
- F_max: 2.08 eV/A
- Kohn-Sham gap: 3.806 eV

Mulliken population analysis, charges in e, atoms 1 to 8: -1.54, 0.76, -0.64, 0.91, -1.74, -0.12, 1.19, -1.32

The following is a quantum chemistry calculation of a 2-piece molecular cluster, C5H5NO overall at a distorted geometry, from the Open Molecules 2025 dataset.

Positions of all 12 atoms, in Å:
1 C -0.695 -1.986 0.317
2 C 0.242 -1.217 -0.231
3 C 1.544 -1.074 0.358
4 N 2.597 -0.966 0.828
5 H -0.523 -2.538 1.237
6 H -1.677 -2.060 -0.138
7 H 0.071 -0.635 -1.132
8 C 0.796 2.077 -0.252
9 C -0.400 1.946 -0.311
10 O -1.689 1.707 -0.410
11 H 1.852 2.192 -0.166
12 H -2.192 2.476 -0.108

Computed properties:
- Net charge: 0
- E: -323.38877 Eh
- F_max: 1.11 eV/A
- Kohn-Sham gap: 10.166 eV

natural (NBO) population analysis, charges in e, atoms 1 to 8: -0.30, -0.32, 0.26, -0.32, 0.21, 0.21, 0.25, -0.38

The following is a quantum chemistry calculation of a 2-piece molecular cluster, C2H8N2OS2 overall, from the Open Molecules 2025 dataset.

Positions of all 15 atoms, in Å:
1 N 1.443 0.221 -1.872
2 C 0.711 -0.960 -1.882
3 N -0.670 -0.766 -1.932
4 O 1.248 -2.041 -1.867
5 H 1.065 0.985 -1.331
6 H 2.413 0.025 -1.671
7 H -1.175 -1.507 -2.391
8 H -1.121 -0.477 -1.073
9 C 0.267 1.141 1.789
10 S -0.537 -0.445 1.371
11 S -2.478 0.012 2.006
12 H -0.422 1.921 1.477
13 H 1.225 1.228 1.285
14 H 0.380 1.211 2.868
15 H -2.348 -0.548 3.223

Computed properties:
- Net charge: 0
- E: -1062.14753 Eh
- F_max: 0.89 eV/A
- Kohn-Sham gap: 9.734 eV

natural (NBO) population analysis, charges in e, atoms 1 to 8: -0.84, 0.78, -0.91, -0.61, 0.38, 0.39, 0.39, 0.40

Listing highest occupied orbital energy for the structures above in their given order: -6.51; -9.81; -9.48 eV.
Listing energy above the lowest of the compared OMol25 structures with the same formula, charge and spin for the structures above in their given order: 43.0; 82.1; 9.4 kcal/mol.